# 1
Molecular formula: C32H88N8O8
Method: DFT, ωB97M-V/def2-TZVPD

```
136
C32H88N8O8 ωB97M-V/def2-TZVPD
C 1.17776 -2.38269 -1.38269
O 2.34622 -2.13632 -2.14574
C 1.98771 -1.95944 -3.50807
C 3.27715 -1.81318 -4.30325
C 3.98846 -0.51488 -3.94852
N 3.00660 -1.76109 -5.75458
H 1.40140 -2.58056 -0.33306
H 0.66977 -3.30570 -1.68601
H 0.44867 -1.57161 -1.42226
H 1.42027 -2.80169 -3.92161
H 1.33866 -1.07454 -3.55911
H 3.87516 -2.68885 -4.04456
H 4.96592 -0.33228 -4.38702
H 4.12532 -0.48251 -2.86448
H 3.27627 0.28452 -4.17428
H 2.29999 -2.44743 -6.01177
H 2.48927 -0.89305 -5.88336
C 5.28368 2.92525 0.09794
O 6.40802 3.72275 -0.21803
C 6.74472 4.65069 0.81964
C 7.40643 5.83958 0.14443
C 7.47897 7.02213 1.10893
N 6.62498 6.31400 -1.02817
H 5.28817 2.02632 -0.51706
H 4.37060 3.49521 -0.09357
H 5.38037 2.59928 1.13714
H 5.87737 4.96372 1.40680
H 7.45499 4.21623 1.52850
H 8.41384 5.55928 -0.17459
H 8.03175 7.90019 0.77736
H 7.72373 6.76673 2.14358
H 6.47106 7.42033 1.27408
H 6.61910 5.56395 -1.71344
H 7.17327 7.03542 -1.48651
C -2.26836 0.54585 -2.33936
O -2.78025 -0.53034 -3.12372
C -2.05935 -1.67821 -2.74403
C -2.71928 -2.89157 -3.41011
C -2.20687 -4.21992 -2.94628
N -2.66749 -2.82699 -4.86699
H -1.17584 0.59462 -2.40651
H -2.46694 0.47793 -1.26740
H -2.65602 1.47270 -2.75557
H -0.99737 -1.74330 -3.01546
H -2.10609 -1.81617 -1.65719
H -3.76305 -2.88638 -3.07474
H -1.20626 -4.41338 -3.34248
H -2.83064 -5.06831 -3.23289
H -2.22416 -4.29320 -1.85506
H -1.72035 -3.01392 -5.19171
H -2.76948 -1.87460 -5.20837
C -1.83640 0.83094 4.13297
O -1.96388 -0.56292 4.11052
C -3.27950 -1.04999 3.87275
C -3.23866 -2.55849 3.83859
C -2.21081 -3.19526 2.89022
N -4.54776 -3.10213 3.48147
H -2.35079 1.33237 3.30237
H -0.77670 1.03449 3.97244
H -2.18104 1.34154 5.03657
H -3.87080 -0.79820 4.75919
H -3.66981 -0.57309 2.96682
H -2.98609 -2.85921 4.85791
H -2.16815 -4.25918 3.12667
H -1.16937 -2.85784 2.92753
H -2.41029 -3.03476 1.82699
H -4.78805 -2.78025 2.54854
H -4.42507 -4.10472 3.41801
C -1.00656 -0.40739 1.03418
O 0.06308 0.02755 0.22712
C 0.63623 1.24892 0.65573
C 1.67897 1.70425 -0.35044
C 1.16997 1.99996 -1.77341
N 2.71195 0.66359 -0.46096
H -0.69884 -0.88162 1.96535
H -1.68241 -1.04807 0.46268
H -1.71167 0.40748 1.24565
H -0.11074 2.04548 0.72740
H 1.16315 1.07483 1.59826
H 2.19770 2.62133 -0.05025
H 1.96721 2.18259 -2.49052
H 0.56315 2.91307 -1.70558
H 0.47019 1.24597 -2.14029
H 3.05071 0.74228 -1.40995
H 2.11930 -0.16578 -0.48518
C -4.11489 2.36894 0.98668
O -3.08984 2.53141 0.03013
C -1.95793 3.15897 0.59204
C -0.77135 3.20675 -0.37296
C 0.42591 4.07783 0.03407
N -1.25371 3.71119 -1.67643
H -5.04918 2.15181 0.47542
H -4.30756 3.34083 1.46233
H -3.77865 1.73448 1.81120
H -2.10427 4.11991 1.09983
H -1.65165 2.54075 1.45302
H -0.38222 2.21103 -0.61036
H 0.77982 3.66768 0.98265
H 0.09750 5.09405 0.26541
H 1.13871 4.09690 -0.78474
H -1.28017 4.72384 -1.62056
H -2.20480 3.36791 -1.75731
C 2.53599 1.41821 4.57535
O 3.08512 0.10064 4.51428
C 3.61052 -0.29637 3.27771
C 3.50456 -1.81432 3.03558
C 4.21044 -2.23246 1.75842
N 2.07351 -2.13930 2.96339
H 3.30975 2.16334 4.38868
H 2.04397 1.49559 5.54062
H 1.76035 1.53907 3.81219
H 3.09837 0.22372 2.45861
H 4.66578 -0.00902 3.16578
H 3.97649 -2.30278 3.89083
H 3.67604 -1.82577 0.89269
H 4.06128 -3.30649 1.64214
H 5.23806 -1.89257 1.64978
H 1.67750 -1.60513 2.19601
H 1.62166 -1.81940 3.81201
C -4.92265 -1.50615 -0.03924
O -5.25857 -2.65954 0.67837
C -5.33236 -3.82932 -0.13245
C -6.71293 -3.89224 -0.89475
C -7.84032 -3.86853 0.11701
N -6.66391 -5.22067 -1.50167
H -4.88727 -0.60258 0.57269
H -5.57069 -1.35129 -0.90311
H -3.88175 -1.52060 -0.39034
H -4.48223 -3.92529 -0.81431
H -5.31597 -4.70162 0.51986
H -6.79304 -2.98919 -1.50507
H -8.75825 -3.67642 -0.44664
H -7.74882 -3.09219 0.87470
H -7.97139 -4.83377 0.60638
H -5.93578 -5.28655 -2.20742
H -7.50523 -5.41758 -2.03664
```

The charge is 0. The gap between HOMO and LUMO is 0.344 Eh. The value obtained for the total energy is -62904.3726 eV. The energy above the lowest of the compared OMol25 structures with the same formula, charge and spin comes out at 101.3 kcal per mole. Its SMILES is COC[C@H](C)N.COC[C@H](C)N.COC[C@H](C)N.COC[C@H](C)N.COC[C@H](C)N.COC[C@H](C)N.COC[C@H](C)N.COC[C@H](C)N.

# 2
Molecular formula: C32H88N8O8
Method: DFT, ωB97M-V/def2-TZVPD

```
136
C32H88N8O8 ωB97M-V/def2-TZVPD
C 22.21394 14.12392 -8.50073
O 22.58944 13.97809 -7.13636
C 23.18390 12.72640 -6.66880
C 22.15223 11.88850 -5.93988
C 21.79448 12.52107 -4.64054
N 22.42344 10.46874 -5.78626
H 21.56951 14.99136 -8.64341
H 21.65565 13.20156 -8.66097
H 23.02720 14.02815 -9.22014
H 23.64238 12.14286 -7.46715
H 23.96506 12.98483 -5.95388
H 21.29987 11.81715 -6.61552
H 20.86333 12.10298 -4.25809
H 21.44911 13.52310 -4.89499
H 22.60207 12.50678 -3.90863
H 21.57054 9.92776 -5.78697
H 22.88270 10.20556 -6.64645
C 29.64723 22.12908 -3.36340
O 28.72779 21.06351 -3.54786
C 28.48301 20.24723 -2.37690
C 27.14803 19.50025 -2.64207
C 26.60243 18.93139 -1.33678
N 27.28852 18.35339 -3.50944
H 30.48374 21.85252 -2.72163
H 29.10193 23.02473 -3.06587
H 30.13251 22.31106 -4.32230
H 29.31558 19.55843 -2.23369
H 28.38320 20.92309 -1.52758
H 26.41649 20.21054 -3.02734
H 25.90138 18.11282 -1.49978
H 25.98995 19.72958 -0.91739
H 27.37019 18.71653 -0.59350
H 27.84579 18.61724 -4.30941
H 26.46077 17.90555 -3.87600
C 19.28234 19.00747 11.66759
O 18.37070 18.02282 11.43273
C 17.03731 18.44343 11.59462
C 15.94511 17.37119 11.24689
C 16.11773 16.77366 9.80445
N 14.70545 18.02648 11.18408
H 19.37193 19.37532 12.68972
H 19.17176 19.79842 10.92579
H 20.29742 18.62915 11.54679
H 16.83439 18.86494 12.57912
H 16.91433 19.30603 10.93972
H 15.97561 16.53679 11.94757
H 16.03708 17.66157 9.17739
H 15.37802 15.99690 9.61063
H 17.09659 16.30109 9.72314
H 14.35975 18.44392 10.33183
H 14.70999 18.73305 11.90577
C 10.00581 20.26501 -3.39877
O 10.05479 20.01381 -4.83487
C 9.35830 21.02294 -5.60055
C 9.67089 20.77035 -7.08236
C 9.09477 21.77613 -8.07594
N 9.36984 19.43379 -7.56627
H 9.29388 21.01841 -3.06168
H 11.01789 20.42889 -3.02870
H 9.79285 19.37444 -2.80746
H 8.34568 20.91175 -5.21281
H 9.65130 22.02744 -5.29520
H 10.75832 20.77063 -7.15716
H 8.05261 21.92414 -7.79295
H 9.00720 21.58196 -9.14492
H 9.74004 22.65167 -8.00412
H 8.37942 19.42586 -7.36851
H 9.72510 18.76435 -6.89864
C 15.03664 14.22959 -5.22097
O 14.35663 12.99840 -5.32844
C 13.74768 12.68384 -6.56504
C 13.20433 11.22208 -6.67600
C 14.24760 10.09385 -6.57234
N 12.25115 10.94868 -7.76372
H 15.71093 14.18695 -4.36562
H 14.31718 15.03580 -5.07781
H 15.63370 14.44595 -6.10686
H 12.96512 13.44026 -6.62439
H 14.34640 13.00272 -7.41824
H 12.63114 11.00574 -5.77448
H 14.73739 9.96553 -7.53761
H 13.78019 9.15727 -6.26835
H 15.02676 10.40479 -5.87639
H 11.37570 11.35952 -7.47235
H 12.43747 11.53383 -8.56558
C 13.38600 2.93915 3.90980
O 13.47679 3.75892 2.75668
C 12.95237 5.12136 3.07341
C 12.11236 5.69380 1.91219
C 13.01965 5.73507 0.59234
N 11.55590 6.95425 2.33024
H 13.54304 3.40827 4.88107
H 14.15914 2.17936 4.02411
H 12.36871 2.54832 3.93181
H 12.25860 5.15094 3.91359
H 13.73639 5.87335 3.16240
H 11.23574 5.08671 1.68620
H 13.26161 4.71188 0.30486
H 13.89062 6.37639 0.72733
H 12.34525 6.17264 -0.14373
H 10.81290 7.25316 1.71486
H 12.27829 7.57183 1.98839
C 17.58900 14.26339 2.37639
O 16.84963 13.15030 1.92165
C 15.65442 12.93778 2.59321
C 14.42386 13.55022 1.84842
C 13.27291 13.66130 2.84704
N 13.96491 12.63876 0.80277
H 18.56943 14.42322 1.92775
H 17.66359 14.23092 3.46335
H 17.11634 15.21912 2.14995
H 15.39617 11.88526 2.70986
H 15.65869 13.34311 3.60503
H 14.59986 14.59112 1.57701
H 13.04104 12.69369 3.29208
H 12.36666 14.05376 2.38575
H 13.51868 14.30610 3.69080
H 14.72898 12.28107 0.24748
H 13.57244 13.25349 0.10408
C 8.03806 22.89138 8.52145
O 8.22992 21.98167 7.39472
C 8.08985 20.67414 7.89711
C 8.42359 19.51225 6.82491
C 8.04953 18.06771 7.26754
N 9.80034 19.62286 6.36345
H 7.13627 22.73559 9.11358
H 8.04480 23.86821 8.03787
H 8.84120 22.78543 9.25072
H 8.69631 20.51138 8.78807
H 7.09989 20.49229 8.31547
H 7.73409 19.53626 5.98104
H 8.82679 17.32034 7.10817
H 7.02127 17.82068 7.00339
H 7.86499 18.05153 8.34169
H 9.92329 18.96089 5.61060
H 10.01121 20.57189 6.08964
```

The charge is 0. The gap between HOMO and LUMO is 0.350 Eh. The value obtained for the total energy is -62902.3653 eV. The energy above the lowest of the compared OMol25 structures with the same formula, charge and spin comes out at 147.6 kcal per mole. Its SMILES is COC[C@H](C)N.COC[C@H](C)N.COC[C@H](C)N.COC[C@H](C)N.COC[C@H](C)N.COC[C@H](C)N.COC[C@H](C)N.COC[C@H](C)N.

no.,F_max (eV Å⁻¹),HOMO (eV)
1,3.3,-8.937
2,3.1,-9.023